(1)
Density functional theory data (ωB97M-V/def2-TZVPD) for a cluster of 2 separate species, CH2ClO2S in total in a non-equilibrium geometry.

Geometry (Å):
C  -0.292  2.031  -1.326
O  -0.557  -0.679  1.286
O  1.662  -1.635  1.209
S  0.382  -1.550  0.540
Cl  -0.638  -3.522  0.771
H  0.623  2.702  -1.272
H  -1.179  2.653  -1.208

Computed properties:
Energy above the lowest of the compared OMol25 structures with the same formula, charge and spin (kJ/mol): 298.0
Total charge: -1
HOMO-LUMO gap (alpha / beta) (eV): 6.16 / 6.21
E_tot (eV): -28519.4993
HOMO (alpha / beta) (eV): -4.2 / -4.2

The molecule's Löwdin atomic charges, reported in e, are given here: C 0.164; O -0.612; O -0.575; S 0.314; Cl -0.137; H -0.062; H -0.092



(2)
Density functional theory data (ωB97M-V/def2-TZVPD) for a structure of composition C65H124ClF15N8O23S5 in a non-equilibrium geometry.

Geometry (Å):
C  -0.100  -6.131  4.347
C  -0.578  -6.320  2.918
O  -0.426  -7.297  2.204
N  -1.425  -5.143  2.305
H  -2.298  -4.969  2.827
H  -0.659  -4.226  2.616
C  -1.527  -5.191  0.830
H  0.156  -7.160  4.768
H  -0.803  -5.681  4.972
H  0.804  -5.503  4.242
H  -0.773  -5.857  0.507
H  -1.460  -4.177  0.453
H  -2.561  -5.603  0.616
C  -6.375  5.225  3.066
C  -5.999  3.986  3.758
O  -5.877  3.761  4.917
N  -5.720  2.877  2.828
H  -6.382  2.935  2.085
H  -4.915  3.073  2.189
C  -5.753  1.437  3.399
H  -7.304  5.129  2.516
H  -5.665  5.453  2.244
H  -6.455  6.064  3.789
H  -5.497  0.784  2.588
H  -6.700  1.205  3.863
H  -4.930  1.356  4.097
C  -4.692  -3.323  0.084
C  -6.016  -3.293  -0.649
C  -7.175  -3.885  0.127
C  -8.508  -3.121  -0.042
C  -8.650  -2.403  -1.399
C  -7.638  -1.296  -1.529
N  -6.271  -1.852  -1.031
O  -5.392  -1.082  -0.932
C  -7.996  0.012  -0.723
C  -7.317  -0.869  -2.949
C  -5.787  -3.865  -2.148
H  -3.884  -3.158  -0.630
H  -4.607  -4.369  0.468
H  -4.620  -2.657  0.959
H  -6.875  -3.911  1.184
H  -7.126  -5.023  -0.117
H  -8.544  -2.460  0.833
H  -9.370  -3.735  0.053
H  -9.653  -1.916  -1.477
H  -8.653  -3.090  -2.248
H  -7.250  0.797  -0.908
H  -8.091  -0.150  0.368
H  -8.972  0.291  -1.108
H  -6.990  -1.694  -3.694
H  -6.456  -0.150  -2.918
H  -8.143  -0.394  -3.432
H  -5.344  -4.898  -2.141
H  -5.033  -3.285  -2.707
H  -6.701  -3.997  -2.752
C  1.573  -4.732  -8.237
C  0.636  -4.683  -6.978
C  0.893  -5.933  -6.009
C  2.167  -5.870  -5.186
C  2.044  -4.668  -4.345
C  2.085  -3.345  -5.106
N  1.083  -3.381  -6.235
O  0.637  -2.386  -6.553
C  3.495  -3.081  -5.817
C  1.765  -2.118  -4.247
C  -0.842  -4.508  -7.314
H  1.488  -3.817  -8.790
H  1.149  -5.488  -8.883
H  2.622  -4.912  -8.028
H  0.909  -6.870  -6.600
H  0.039  -6.171  -5.381
H  3.120  -5.864  -5.736
H  2.305  -6.696  -4.526
H  2.922  -4.582  -3.714
H  1.177  -4.622  -3.727
H  4.164  -2.478  -5.200
H  3.390  -2.528  -6.764
H  3.996  -3.995  -6.102
H  2.083  -1.259  -4.773
H  2.583  -2.289  -3.468
H  0.745  -2.122  -3.867
H  -1.422  -4.170  -6.417
H  -1.146  -5.564  -7.688
H  -0.894  -3.813  -8.186
C  2.106  -1.130  0.470
C  0.729  -0.471  0.283
C  -0.314  -1.316  -0.401
C  -1.633  -0.593  -0.536
C  -2.244  -0.334  0.791
C  -1.488  0.507  1.749
N  0.102  -0.135  1.716
O  0.769  0.066  2.643
C  -2.054  0.231  3.064
C  -1.436  1.966  1.492
C  1.055  0.919  -0.322
H  2.763  -0.780  -0.293
H  1.994  -2.214  0.430
H  2.515  -0.765  1.427
H  -0.315  -2.267  0.132
H  0.060  -1.505  -1.362
H  -2.297  -1.228  -1.138
H  -1.584  0.332  -1.066
H  -2.422  -1.314  1.240
H  -3.244  0.124  0.633
H  -3.110  0.583  3.043
H  -1.564  0.714  3.892
H  -2.044  -0.824  3.433
H  -1.219  2.119  0.461
H  -0.810  2.614  2.056
H  -2.444  2.196  1.619
H  1.545  1.606  0.464
H  0.146  1.540  -0.670
H  1.634  0.736  -1.176
C  5.012  1.460  1.558
C  5.960  1.446  2.721
C  7.198  0.500  2.520
C  8.299  1.056  1.577
C  7.927  2.375  0.822
C  7.359  3.429  1.678
N  6.531  2.818  2.808
O  6.567  3.392  3.808
C  6.348  4.295  0.912
C  8.483  4.268  2.328
C  5.297  1.151  4.068
H  4.152  2.099  1.718
H  4.580  0.512  1.355
H  5.448  1.673  0.595
H  6.839  -0.410  2.104
H  7.546  0.184  3.489
H  8.613  0.319  0.838
H  9.192  1.202  2.196
H  7.235  2.098  0.041
H  8.877  2.774  0.351
H  6.044  5.155  1.551
H  5.468  3.816  0.480
H  6.843  4.771  0.068
H  8.196  5.288  2.648
H  9.317  4.311  1.646
H  8.791  3.671  3.181
H  4.743  0.185  3.820
H  4.466  1.798  4.318
H  6.014  1.108  4.858
C  -1.051  1.893  6.739
C  0.454  1.934  6.918
C  1.026  3.292  6.761
C  2.472  3.618  7.192
C  2.599  3.294  8.698
C  2.057  1.858  9.109
N  0.715  1.605  8.397
O  -0.114  0.988  9.043
C  1.818  1.762  10.566
C  2.976  0.757  8.639
C  1.094  0.877  5.987
H  -1.539  2.676  7.361
H  -1.378  0.870  6.982
H  -1.298  2.158  5.711
H  0.375  4.013  7.305
H  0.902  3.413  5.696
H  2.693  4.711  6.919
H  3.217  3.020  6.611
H  1.958  4.014  9.235
H  3.630  3.388  9.037
H  1.282  0.869  10.867
H  1.315  2.661  10.917
H  2.765  1.768  11.062
H  3.835  0.787  9.380
H  3.395  0.794  7.615
H  2.491  -0.229  8.741
H  2.137  0.978  6.056
H  0.785  1.264  5.023
H  0.718  -0.131  6.124
C  -0.536  1.731  -6.520
C  0.876  1.922  -6.037
C  1.905  1.236  -6.984
C  3.306  1.610  -6.707
C  3.521  3.141  -6.703
C  2.578  3.900  -5.694
N  1.167  3.359  -5.946
O  0.247  4.074  -6.093
C  2.592  5.415  -5.938
C  3.031  3.659  -4.215
C  0.920  1.252  -4.682
H  -1.339  2.260  -6.009
H  -0.810  0.700  -6.451
H  -0.540  1.947  -7.590
H  1.689  1.518  -7.967
H  1.772  0.184  -6.931
H  4.006  1.076  -7.373
H  3.702  1.111  -5.842
H  3.286  3.446  -7.729
H  4.534  3.401  -6.450
H  1.992  5.955  -5.251
H  2.172  5.653  -6.928
H  3.589  5.876  -5.996
H  3.939  4.251  -4.160
H  3.175  2.595  -4.059
H  2.251  4.121  -3.553
H  0.672  1.855  -3.854
H  1.946  0.924  -4.473
H  0.198  0.507  -4.668
Cl  0.407  -2.921  2.611
C  -4.514  2.733  -1.864
F  -3.606  3.464  -2.466
F  -5.503  2.467  -2.736
F  -3.949  1.552  -1.446
S  -5.291  3.502  -0.358
O  -5.617  4.872  -0.602
O  -6.401  2.608  -0.188
O  -4.276  3.273  0.654
C  -5.549  -3.574  4.376
F  -5.057  -4.688  4.877
F  -6.429  -3.913  3.437
F  -6.225  -2.967  5.386
S  -4.266  -2.263  3.805
O  -3.507  -2.019  5.006
O  -3.448  -2.902  2.802
O  -5.132  -1.239  3.363
C  5.996  -0.794  -2.026
F  7.227  -1.062  -2.514
F  5.440  -1.986  -1.830
F  6.074  -0.213  -0.741
S  4.919  0.196  -3.240
O  5.418  1.507  -3.453
O  4.849  -0.561  -4.464
O  3.694  0.098  -2.392
C  -2.960  -2.085  -5.273
F  -3.706  -1.074  -4.815
F  -3.675  -3.189  -5.623
F  -2.258  -1.677  -6.334
S  -1.904  -2.642  -3.866
O  -1.095  -1.460  -3.628
O  -2.870  -3.014  -2.855
O  -1.140  -3.763  -4.402
C  2.478  5.484  1.758
F  1.284  6.044  1.750
F  2.702  4.831  0.618
F  3.432  6.404  1.789
S  2.668  4.172  3.114
O  4.118  4.024  3.065
O  2.213  4.757  4.356
O  1.954  3.004  2.722

Computed properties:
Total charge: +2
HOMO-LUMO gap (eV): 6.50
E_tot (eV): -235863.0887
HOMO (eV): -12.7

Results of the Löwdin charge analysis, in e, for atoms 1 through 99: C 0.012; C -0.355; O 0.107; N -0.051; H 0.137; H -0.097; C -0.036; H 0.124; H 0.062; H 0.085; H 0.071; H 0.066; H 0.111; C 0.034; C -0.428; O 0.175; N 0.080; H 0.110; H 0.107; C 0.038; H 0.108; H 0.106; H 0.119; H 0.062; H 0.111; H 0.088; C -0.024; C -0.398; C -0.103; C -0.130; C -0.128; C -0.425; N -0.002; O 0.213; C 0.018; C -0.014; C 0.019; H 0.069; H 0.111; H 0.071; H 0.098; H 0.167; H 0.120; H 0.106; H 0.145; H 0.121; H 0.052; H 0.098; H 0.101; H 0.122; H 0.096; H 0.091; H 0.119; H 0.059; H 0.082; C 0.012; C -0.370; C -0.101; C -0.179; C -0.148; C -0.389; N -0.030; O 0.210; C 0.030; C 0.001; C -0.020; H 0.080; H 0.097; H 0.085; H 0.132; H 0.121; H 0.119; H 0.118; H 0.137; H 0.115; H 0.064; H 0.095; H 0.071; H 0.046; H 0.129; H 0.051; H 0.061; H 0.138; H 0.101; C -0.038; C -0.396; C -0.130; C -0.169; C -0.150; C -0.384; N 0.020; O 0.117; C -0.041; C 0.016; C 0.011; H 0.051; H 0.063; H 0.078; H 0.072



(3)
Density functional theory data (ωB97M-V/def2-TZVPD) for the molecule C6H7N3 in a non-equilibrium geometry.

Geometry (Å):
C  2.598  -1.020  0.137
C  -0.623  0.336  -0.497
C  -1.404  -0.767  -0.538
C  0.800  0.382  -0.310
C  -1.000  -2.872  0.326
C  1.613  1.682  -0.310
N  3.665  -1.220  0.465
N  -0.848  -1.923  -0.473
N  1.388  -0.744  -0.229
H  -1.074  1.228  -0.763
H  -2.572  -0.629  -0.761
H  -1.610  -2.679  1.169
H  -0.553  -3.832  0.340
H  1.328  2.257  -1.213
H  2.755  1.467  -0.312
H  1.683  2.200  0.688

Computed properties:
Energy above the lowest of the compared OMol25 structures with the same formula, charge and spin (kJ/mol): 61.5
HOMO-LUMO gap (alpha / beta) (eV): 6.36 / 6.54
E_tot (eV): -10799.7299
HOMO (alpha / beta) (eV): -6.1 / -9.3
2S+1: 3
<S²>: 2.02

The molecule's Löwdin atomic charges, reported in e, are given here: C -0.360; C -0.011; C -0.205; C -0.333; C 0.011; C -0.035; N 0.146; N 0.019; N 0.104; H 0.088; H 0.167; H 0.072; H 0.068; H 0.083; H 0.095; H 0.090